A 7-piece molecular cluster, C12H13Cl18F3NO3P overall in a non-equilibrium geometry, computed with the ωB97M-V functional and the def2-TZVPD basis.

XYZ file:
```
51
Properties=species:S:1:pos:R:3
Cl -4.516 -0.027 -6.607
Cl 8.710 4.604 3.873
O -6.011 -1.159 -1.018
C -5.151 -2.039 -1.299
C 3.401 0.176 2.354
C -2.727 -2.342 -1.513
F -1.787 1.114 0.717
Cl -4.637 -4.420 2.915
C -1.142 0.378 -1.562
Cl 2.869 4.606 4.469
H -1.349 0.521 -2.683
H 0.725 -1.598 -2.725
F -5.492 -3.366 -0.862
H -6.174 -3.133 1.686
Cl -7.067 -3.130 3.862
H -3.848 -0.694 -2.206
Cl 2.749 -1.549 -4.143
Cl 5.946 3.842 3.386
H -0.072 0.783 -1.382
O 1.838 -1.724 -0.054
P -1.164 -1.418 -0.965
Cl 4.704 -1.250 -2.008
C -5.747 -3.061 2.685
Cl 5.110 0.557 2.612
N -3.948 -1.712 -2.055
H 3.313 -0.401 1.435
Cl 4.681 5.509 6.559
C 0.274 -2.266 -1.888
C 4.355 -2.019 -3.562
H -3.228 0.981 -0.834
H -5.948 -0.598 -4.831
Cl 2.452 1.660 2.175
Cl 1.808 5.821 6.890
O -2.675 -3.613 -1.427
C 1.361 -2.640 -0.753
C 7.640 3.461 3.050
H 4.367 -3.098 -3.421
Cl -4.881 -1.523 2.812
Cl 2.775 -0.805 3.688
H -1.930 2.380 -0.981
Cl -6.804 1.454 -5.594
Cl 8.014 1.799 3.536
Cl 5.593 -1.600 -4.755
H -0.156 -3.245 -2.313
C -2.132 1.283 -0.675
H 3.199 6.795 5.264
C 3.146 5.814 5.733
H 7.805 3.549 1.977
F 1.752 -3.986 -0.495
Cl -4.498 0.994 -3.882
C -5.502 0.331 -5.183
```

Results
Charge ... 0
HOMO level ... -0.3594 Ha
2S+1 ... 1
SMILES string ... O=C(F)CP(CCF)C(=O)NC(=O)F.ClC(Cl)Cl.ClC(Cl)Cl.ClC(Cl)Cl.ClC(Cl)Cl.ClC(Cl)Cl.ClC(Cl)Cl
LUMO energy ... -0.016 Eh